(1)
{
  "formula": "C17H28ClN5O5S2Ti",
  "method": "ωB97M-V with the def2-TZVPD basis set",
  "species": ["Ti", "Cl", "S", "S", "O", "O", "O", "O", "O", "N", "N", "N", "N", "N", "C", "C", "C", "C", "C", "C", "C", "C", "C", "C", "C", "C", "C", "C", "C", "C", "C", "H", "H", "H", "H", "H", "H", "H", "H", "H", "H", "H", "H", "H", "H", "H", "H", "H", "H", "H", "H", "H", "H", "H", "H", "H", "H", "H", "H"],
  "xyz": [[10.63, 13.41, 6.96], [3.72, 13.06, 5.36], [11.64, 15.50, 5.88], [9.35, 11.51, 8.22], [9.01, 14.27, 7.32], [9.86, 12.54, 5.27], [13.61, 12.60, 8.77], [12.32, 12.58, 6.97], [13.93, 10.84, 5.99], [12.77, 15.30, 8.23], [11.72, 14.52, 8.72], [10.59, 9.63, 9.89], [10.98, 9.38, 7.68], [13.87, 16.58, 6.70], [6.68, 14.86, 7.37], [13.47, 12.40, 7.59], [10.65, 9.49, 6.26], [5.44, 14.48, 6.95], [15.17, 13.03, 6.00], [7.61, 13.43, 5.60], [10.38, 10.10, 8.63], [10.57, 8.25, 10.23], [15.68, 11.15, 7.57], [14.58, 11.84, 6.76], [6.35, 13.17, 5.07], [8.60, 12.62, 4.91], [12.81, 15.85, 7.02], [10.76, 10.55, 10.95], [12.23, 8.78, 8.00], [7.81, 14.20, 6.77], [5.31, 13.63, 5.84], [6.90, 15.52, 8.19], [10.92, 8.51, 5.88], [11.37, 10.27, 5.88], [11.07, 11.53, 10.62], [12.63, 9.23, 8.88], [14.41, 13.46, 5.29], [6.31, 12.72, 4.14], [9.59, 9.77, 6.17], [12.23, 7.68, 8.22], [9.98, 8.09, 11.10], [11.54, 7.80, 10.37], [4.56, 14.94, 7.34], [10.07, 7.64, 9.52], [9.74, 10.68, 11.48], [12.03, 13.66, 9.14], [16.22, 11.79, 8.23], [15.95, 12.72, 5.40], [15.23, 10.39, 8.17], [13.53, 11.30, 5.24], [15.48, 13.81, 6.70], [14.01, 16.88, 5.76], [12.84, 8.87, 7.05], [8.39, 12.13, 3.98], [11.12, 15.09, 9.29], [14.64, 16.68, 7.33], [11.47, 10.13, 11.63], [13.51, 15.59, 8.89], [16.42, 10.76, 6.84]],
  "lowdin_spin": [0.920, -0.001, 0.006, 0.011, -0.005, -0.005, -0.001, -0.005, 0.000, 0.004, 0.008, 0.000, 0.001, 0.001, -0.002, 0.000, 0.001, 0.008, 0.000, 0.002, 0.003, 0.000, 0.000, 0.000, 0.006, 0.033, 0.003, 0.000, 0.000, 0.008, -0.002, 0.000, 0.000, 0.000, 0.000, 0.000, 0.000, 0.000, 0.001, 0.000, 0.000, 0.000, 0.000, 0.000, 0.000, 0.002, 0.000, 0.000, 0.000, 0.000, 0.000, 0.000, 0.000, 0.001, 0.000, 0.000, 0.000, 0.000, 0.000],
  "e_tot_ev": -93077.1209,
  "gap_ev": [7.4468, 7.4607],
  "multiplicity": 2,
  "charge": 1
}

(2)
{
  "formula": "C34H33Br2F10NO23",
  "method": "ωB97M-V with the def2-TZVPD basis set",
  "species": ["Br", "Br", "F", "F", "F", "F", "F", "F", "F", "F", "F", "F", "O", "O", "O", "O", "O", "O", "O", "O", "O", "O", "O", "O", "O", "O", "O", "O", "O", "O", "O", "O", "O", "O", "O", "N", "C", "C", "C", "C", "C", "C", "C", "C", "C", "C", "C", "C", "C", "C", "C", "C", "C", "C", "C", "C", "C", "C", "C", "C", "C", "C", "C", "C", "C", "C", "C", "C", "C", "C", "H", "H", "H", "H", "H", "H", "H", "H", "H", "H", "H", "H", "H", "H", "H", "H", "H", "H", "H", "H", "H", "H", "H", "H", "H", "H", "H", "H", "H", "H", "H", "H", "H"],
  "xyz": [[-4.26, -5.10, -0.87], [-0.57, -4.52, -0.81], [3.99, 1.35, 2.24], [6.60, 2.01, -1.96], [-7.28, -10.96, -2.03], [1.02, 4.16, 8.90], [-1.50, -2.75, -2.63], [-2.18, -4.78, -2.93], [2.52, -4.19, -4.88], [1.52, 5.99, 3.60], [1.03, 6.84, -4.04], [-3.98, -2.73, -2.11], [5.98, -4.99, -2.21], [4.95, 5.03, -1.66], [2.22, 3.71, 7.04], [-0.08, 4.45, 3.19], [4.31, 4.92, 0.49], [-7.20, -9.19, -0.62], [-5.51, 0.67, -1.51], [3.73, 2.73, 5.69], [4.50, -4.61, -3.87], [2.93, 1.65, 7.50], [2.17, -2.27, 0.44], [3.79, -5.47, -1.94], [0.35, 5.84, -2.14], [-5.84, 2.66, -0.52], [-1.84, 6.25, -2.22], [-0.95, 5.35, -0.36], [-1.11, 2.67, 2.24], [4.10, -1.23, -0.03], [-6.36, -7.39, 0.45], [1.13, 2.85, 2.24], [5.31, 3.16, -0.50], [2.91, -0.57, 1.72], [-5.59, -7.99, -1.57], [0.65, 1.41, -0.84], [-4.30, 1.00, 0.42], [-1.71, 1.80, -0.50], [2.98, -1.45, 0.69], [-3.02, -2.70, 0.10], [-1.95, -3.85, -1.99], [-3.47, -0.03, -0.42], [5.51, 2.82, -1.86], [4.17, 0.07, 1.85], [3.19, -5.09, -4.12], [-5.29, 1.62, -0.53], [-4.17, 0.24, -1.78], [2.11, 2.05, 8.60], [4.87, -5.02, -2.62], [-0.39, 2.22, -0.65], [-7.16, -9.61, -1.97], [-2.02, 0.43, -0.55], [5.73, 4.17, -2.51], [-3.25, -3.46, -1.22], [4.72, -0.03, 0.44], [2.62, -5.20, -2.72], [-3.79, -1.38, 0.29], [1.25, 4.67, 3.61], [2.05, 3.89, 2.59], [1.31, 3.20, 8.00], [0.05, 6.08, -3.50], [-0.12, 3.26, 2.52], [0.36, 0.11, -0.91], [-6.38, -8.12, -0.48], [-1.28, 6.80, -3.42], [-0.93, -0.41, -0.77], [3.04, 2.70, 6.65], [-5.79, -9.14, -2.41], [-0.83, 5.78, -1.46], [4.80, 4.43, -0.46], [-3.37, -3.37, 0.90], [2.18, -4.26, -2.40], [-2.47, 2.57, -0.34], [-3.77, 1.65, 1.11], [5.38, 4.23, -3.53], [4.39, 0.81, -0.17], [-4.11, -0.52, -2.55], [-5.00, 0.44, 1.06], [4.64, 2.28, -2.23], [0.39, 2.90, 7.50], [-1.04, -1.47, -0.86], [-3.64, 1.11, -2.20], [-4.85, -1.59, 0.10], [1.18, -0.57, -1.07], [-1.93, 6.61, -4.26], [-5.03, -9.89, -2.19], [0.02, 5.12, -4.03], [6.78, 4.46, -2.45], [-5.73, -8.85, -3.46], [1.89, -6.01, -2.60], [-1.96, -2.58, 0.32], [-3.72, -1.18, 1.37], [2.73, 2.41, 9.42], [4.76, -0.45, 2.60], [1.50, 1.22, 8.93], [3.25, -6.03, -4.66], [2.98, 3.47, 2.97], [1.36, 4.31, 4.64], [-1.12, 7.87, -3.30], [5.80, -0.12, 0.39], [2.26, 4.51, 1.72], [-7.99, -9.16, -2.51], [-0.18, 3.28, -0.59]],
  "lowdin_charge": [0.904, 0.900, 0.086, 0.075, 0.078, 0.082, 0.052, 0.016, 0.075, 0.082, 0.075, -0.006, 0.184, 0.080, 0.116, 0.137, 0.190, 0.136, 0.021, 0.185, 0.130, 0.076, 0.144, 0.072, 0.131, 0.174, 0.080, 0.177, 0.164, 0.075, 0.159, 0.071, 0.112, 0.141, 0.016, 0.075, -0.024, -0.014, -0.570, -0.206, -0.930, -0.296, -0.323, -0.293, -0.316, -0.481, -0.093, -0.046, -0.549, -0.138, -0.314, -0.121, -0.045, -0.781, -0.038, -0.070, -0.094, -0.301, -0.041, -0.313, -0.315, -0.555, -0.123, -0.563, -0.047, 0.010, -0.550, -0.046, -0.546, -0.530, 0.091, 0.119, 0.120, 0.134, 0.141, 0.123, 0.127, 0.134, 0.173, 0.175, 0.056, 0.133, 0.135, 0.094, 0.140, 0.145, 0.173, 0.146, 0.141, 0.128, 0.059, 0.127, 0.145, 0.175, 0.140, 0.171, 0.121, 0.154, 0.145, 0.145, 0.127, 0.173, 0.084],
  "e_tot_ev": -251636.0795,
  "gap_ev": 9.5520,
  "smiles": "O=C1C[C@](CC[C@](F)(Br)C(F)(F)Br)(c2ccncc2)CO1.O=C1OC[C@@H](F)O1.O=C1OC[C@@H](F)O1.O=C1OC[C@@H](F)O1.O=C1OC[C@@H](F)O1.O=C1OC[C@@H](F)O1.O=C1OC[C@@H](F)O1.O=C1OC[C@@H](F)O1",
  "charge": 0
}

(3)
{
  "formula": "C22H88O22",
  "method": "ωB97M-V with the def2-TZVPD basis set",
  "species": ["O", "O", "O", "O", "O", "O", "O", "O", "O", "O", "O", "O", "O", "O", "O", "O", "O", "O", "O", "O", "O", "O", "C", "C", "C", "C", "C", "C", "C", "C", "C", "C", "C", "C", "C", "C", "C", "C", "C", "C", "C", "C", "C", "C", "H", "H", "H", "H", "H", "H", "H", "H", "H", "H", "H", "H", "H", "H", "H", "H", "H", "H", "H", "H", "H", "H", "H", "H", "H", "H", "H", "H", "H", "H", "H", "H", "H", "H", "H", "H", "H", "H", "H", "H", "H", "H", "H", "H", "H", "H", "H", "H", "H", "H", "H", "H", "H", "H", "H", "H", "H", "H", "H", "H", "H", "H", "H", "H", "H", "H", "H", "H", "H", "H", "H", "H", "H", "H", "H", "H", "H", "H", "H", "H", "H", "H", "H", "H", "H", "H", "H", "H"],
  "xyz": [[1.36, -6.33, 2.09], [1.02, -2.14, -2.78], [0.60, -6.95, -0.84], [3.98, 1.34, -1.58], [-4.14, 1.43, -4.84], [0.32, 3.93, 0.84], [-3.86, -1.86, -0.44], [-6.16, -0.38, -0.61], [0.33, -2.17, 6.21], [-1.74, -4.97, 0.56], [0.53, 0.63, 1.52], [3.97, 1.96, 3.48], [-1.01, 5.40, 3.91], [5.08, 4.08, -2.35], [-2.48, 3.76, -4.79], [3.72, -2.81, 2.69], [-2.81, -1.06, -5.79], [0.70, 5.11, -5.34], [-0.64, -1.05, 3.46], [1.82, 1.04, -3.19], [-3.14, -3.85, -2.03], [-0.29, 2.58, 6.38], [1.08, -6.06, -1.81], [-2.84, -1.77, 0.54], [-4.78, 1.26, -3.55], [4.16, 1.34, -0.10], [0.32, 0.20, 0.20], [0.37, 3.80, 6.76], [2.00, 4.71, -4.87], [-1.60, 4.13, 3.85], [-2.22, -3.21, -2.90], [4.00, 1.01, 4.54], [1.22, -4.91, 1.96], [0.66, 3.96, -0.49], [1.77, -2.74, -1.77], [2.12, 0.90, -4.56], [-1.49, -0.83, -5.44], [-2.37, 4.23, -3.46], [2.82, -1.76, 2.31], [-5.94, 0.85, 0.10], [-1.65, -0.66, 4.35], [0.46, -3.54, 6.50], [-2.44, -6.23, 0.76], [4.26, 4.89, -1.52], [2.11, -5.74, -1.63], [0.80, -6.63, 2.81], [-1.26, 0.09, 5.04], [2.53, 1.85, -4.90], [-0.13, -0.36, 3.05], [-1.48, -3.96, -3.20], [0.95, -4.10, 5.70], [4.86, 5.76, -1.24], [0.36, 5.75, -4.72], [-1.60, 3.80, -5.15], [-0.88, -1.65, -5.82], [0.57, 2.97, -0.96], [-1.79, 3.47, -2.95], [-3.27, -0.29, -5.44], [-1.99, -4.73, -0.33], [-2.24, 4.16, 2.97], [1.23, 3.83, 6.08], [0.88, -3.63, 7.50], [1.27, -1.22, -2.79], [-0.50, -4.06, 6.49], [2.34, -2.00, -1.21], [-1.99, -1.53, 4.91], [-2.05, -6.83, -0.06], [2.60, 1.24, -2.66], [0.16, 1.84, 6.79], [-2.78, -2.63, 1.21], [2.62, 4.34, -5.68], [-4.86, 0.95, 0.13], [1.73, 4.18, -0.51], [3.42, 2.04, 0.28], [-0.54, 5.60, 3.10], [3.18, -1.02, 3.02], [3.13, 2.43, 3.43], [4.72, 0.21, 4.38], [3.79, 0.35, 0.18], [-1.85, 5.19, -3.49], [1.20, -3.16, -0.94], [-1.31, 0.13, -5.92], [1.68, -4.43, 1.10], [-6.26, 0.81, 1.14], [2.56, 5.59, -4.54], [-2.25, -6.64, 1.75], [0.29, -5.31, -1.89], [2.48, -3.48, -2.11], [-5.32, -0.83, -0.73], [0.16, -2.05, 5.28], [-1.68, -2.42, -2.37], [-0.09, 4.76, 6.53], [-2.12, 3.99, 4.79], [-1.85, -1.83, 0.09], [4.38, 2.15, -1.89], [0.90, -6.73, 0.05], [0.08, 4.71, -1.02], [0.46, -0.88, 0.18], [-6.54, 1.69, -0.28], [-0.73, 0.43, 0.00], [-4.30, 0.48, -2.96], [4.24, -3.09, 1.94], [-2.97, -0.85, 1.09], [-2.49, -0.36, 3.72], [-3.62, -2.50, -1.11], [-3.49, -5.93, 0.68], [0.23, 1.54, 1.63], [-2.75, -3.00, -3.83], [-5.83, 1.01, -3.70], [4.35, 1.43, 5.49], [2.75, 0.04, -4.75], [0.17, -4.64, 1.92], [0.60, 3.69, 7.82], [1.21, 0.79, -5.15], [1.05, -6.59, -2.76], [3.03, 0.54, 4.69], [-3.43, -4.66, -2.46], [-0.93, 3.29, 3.66], [5.53, 4.65, -2.98], [1.77, -2.05, 2.31], [-1.44, -0.70, -4.36], [-3.57, 2.21, -4.82], [1.98, 3.96, -4.08], [3.98, 4.32, -0.64], [-4.75, 2.25, -3.08], [-3.36, 4.33, -3.02], [0.98, 0.65, -0.53], [3.35, 5.23, -2.03], [3.09, -1.28, 1.37], [5.14, 1.58, 0.31], [1.53, -4.37, 2.85], [0.77, 4.64, 1.29]],
  "lowdin_charge": [-0.107, -0.099, -0.123, -0.146, -0.141, -0.107, -0.129, -0.143, -0.122, -0.169, -0.131, -0.121, -0.120, -0.122, -0.127, -0.120, -0.134, -0.114, -0.147, -0.147, -0.140, -0.154, -0.165, -0.124, -0.106, -0.064, -0.131, -0.131, -0.144, -0.174, -0.108, -0.161, -0.149, -0.162, -0.187, -0.146, -0.189, -0.138, -0.134, -0.151, -0.146, -0.171, -0.104, -0.136, 0.078, 0.085, 0.078, 0.059, 0.036, 0.080, 0.071, 0.088, 0.066, 0.073, 0.090, 0.077, 0.082, 0.030, 0.031, 0.079, 0.069, 0.083, 0.046, 0.068, 0.068, 0.082, 0.074, 0.014, 0.069, 0.075, 0.082, 0.069, 0.059, 0.062, 0.058, 0.059, 0.066, 0.078, 0.057, 0.072, 0.061, 0.075, 0.073, 0.063, 0.073, 0.078, 0.060, 0.076, 0.006, 0.030, 0.081, 0.071, 0.087, 0.062, 0.035, 0.036, 0.084, 0.072, 0.071, 0.090, 0.073, 0.075, 0.078, 0.075, 0.020, 0.078, 0.066, 0.088, 0.084, 0.073, 0.087, 0.063, 0.081, 0.074, 0.080, 0.072, 0.110, 0.064, 0.087, 0.068, 0.069, 0.024, 0.063, 0.065, 0.069, 0.085, 0.065, 0.063, 0.055, 0.092, 0.061, 0.083],
  "relative_energy_kcal_mol": 62.3,
  "e_tot_ev": -69274.8666,
  "gap_ev": 8.9972,
  "charge": 0
}

(4)
{
  "formula": "C7H10N2O2",
  "method": "ωB97M-V with the def2-TZVPD basis set",
  "species": ["O", "O", "N", "N", "C", "C", "C", "C", "C", "C", "C", "H", "H", "H", "H", "H", "H", "H", "H", "H", "H"],
  "xyz": [[-0.08, -0.31, 4.29], [-0.32, 1.89, 4.09], [0.31, 1.67, 0.22], [0.01, 1.73, 1.47], [0.12, -0.35, 1.02], [-0.05, -0.45, -2.38], [-1.13, -1.51, -1.99], [0.49, 0.30, -0.09], [0.03, 0.64, 2.10], [-0.26, 0.58, 3.51], [1.03, -0.40, -1.30], [-0.62, 0.59, -2.30], [-0.59, 2.35, 3.31], [1.20, -1.54, -1.08], [-0.80, -2.76, -3.12], [-1.25, -1.98, -0.73], [2.12, -0.05, -1.70], [-2.18, -0.80, -2.63], [0.59, -1.37, 1.04], [1.08, 2.52, -0.36], [0.29, -0.77, -3.36]],
  "nbo_charge": [-0.516, -0.672, -0.339, -0.244, -0.310, -0.472, -0.595, 0.139, 0.009, 0.736, -0.455, 0.200, 0.478, 0.236, 0.143, 0.276, 0.234, 0.240, 0.237, 0.438, 0.238],
  "relative_energy_kcal_mol": 200.7,
  "e_tot_ev": -14488.3516,
  "gap_ev": 9.8980,
  "charge": 0
}

(5)
{
  "formula": "C3H6ClN2",
  "method": "ωB97M-V with the def2-TZVPD basis set",
  "species": ["Cl", "N", "N", "C", "C", "C", "H", "H", "H", "H", "H", "H"],
  "xyz": [[-0.50, 0.78, -0.02], [2.71, 0.98, -0.41], [-3.16, -1.85, 0.61], [-1.84, -0.19, -0.61], [-2.52, -0.97, 0.14], [1.88, 0.47, 0.48], [-4.09, -1.86, 1.01], [1.60, -0.55, 0.39], [3.23, 1.83, -0.21], [-2.19, -0.21, -1.63], [3.11, 0.59, -1.24], [1.75, 0.98, 1.48]],
  "nbo_charge": [0.051, -0.634, -0.541, -0.480, 0.429, 0.100, 0.424, 0.242, 0.429, 0.278, 0.441, 0.261],
  "relative_energy_kcal_mol": 68.3,
  "e_tot_ev": -18701.0669,
  "gap_ev": [7.1609, 7.1615],
  "charge": 1
}

(6)
{
  "formula": "C10H14NO2",
  "method": "ωB97M-V with the def2-TZVPD basis set",
  "species": ["O", "O", "N", "C", "C", "C", "C", "C", "C", "C", "C", "C", "C", "H", "H", "H", "H", "H", "H", "H", "H", "H", "H", "H", "H", "H", "H"],
  "xyz": [[0.86, 1.97, -1.56], [0.14, 2.70, 0.37], [2.01, -0.10, 0.16], [-1.91, 1.16, 0.67], [-2.94, 0.31, 1.04], [2.54, -0.18, 1.52], [-0.86, -0.54, -0.78], [0.33, -1.19, -1.37], [-3.00, -0.95, 0.33], [-0.90, 0.80, -0.28], [-1.89, -1.43, -0.42], [1.37, -1.38, -0.22], [0.04, 1.83, -0.54], [0.75, -0.62, -2.11], [-3.78, 0.62, 1.68], [-3.85, -1.69, 0.28], [2.68, 0.39, -0.43], [-1.99, 2.15, 0.92], [0.13, -2.09, -1.81], [2.06, -2.17, -0.49], [1.95, -0.90, 2.18], [0.60, 1.66, -2.53], [2.42, 0.87, 1.92], [0.76, 3.40, 0.12], [3.55, -0.39, 1.41], [0.81, -1.79, 0.67], [-1.87, -2.42, -0.72]],
  "nbo_charge": [-0.660, -0.569, -0.674, -0.105, -0.220, -0.408, 0.108, -0.442, -0.091, -0.252, -0.230, -0.195, 0.888, 0.197, 0.251, 0.243, 0.380, 0.224, 0.233, 0.202, 0.211, 0.560, 0.191, 0.529, 0.195, 0.205, 0.229],
  "relative_energy_kcal_mol": 55.8,
  "e_tot_ev": -16173.7624,
  "gap_ev": 7.6324,
  "charge": 1
}

(7)
{
  "formula": "C4H10N2O2",
  "method": "ωB97M-V with the def2-TZVPD basis set",
  "species": ["O", "O", "N", "N", "C", "C", "C", "C", "H", "H", "H", "H", "H", "H", "H", "H", "H", "H"],
  "xyz": [[-1.82, 0.48, 0.39], [2.11, -0.25, -1.40], [0.10, 1.48, -0.40], [2.35, -1.36, 0.57], [-2.71, -0.59, 0.10], [-1.04, 0.86, -0.65], [0.96, 1.06, 0.61], [1.60, -0.60, -0.33], [0.47, 0.80, 1.53], [-2.16, -1.50, -0.15], [-3.31, -0.75, 0.99], [3.35, -1.24, 0.50], [0.59, 1.78, -1.24], [0.50, -0.94, -0.37], [-3.37, -0.33, -0.73], [1.86, 1.65, 0.71], [-1.49, 0.94, -1.63], [2.01, -1.48, 1.51]],
  "nbo_charge": [-0.502, -0.737, -0.448, -0.855, -0.251, 0.313, -0.387, 0.460, 0.199, 0.189, 0.204, 0.383, 0.435, 0.064, 0.177, 0.207, 0.179, 0.370],
  "relative_energy_kcal_mol": 109.8,
  "e_tot_ev": -11382.1408,
  "gap_ev": [7.6345, 7.6368],
  "charge": 0
}

(8)
{
  "formula": "C4H7NO",
  "method": "ωB97M-V with the def2-TZVPD basis set",
  "species": ["O", "N", "C", "C", "C", "C", "H", "H", "H", "H", "H", "H", "H"],
  "xyz": [[0.13, 1.61, -0.85], [-0.76, 0.50, -1.12], [1.18, -0.24, -0.10], [-0.29, -0.57, -0.22], [-1.03, -0.50, 1.11], [1.29, 1.06, -0.37], [1.98, -0.90, 0.20], [-0.55, -1.13, 1.87], [-0.49, 0.23, -2.07], [-2.07, -0.81, 1.00], [-1.02, 0.54, 1.47], [2.11, 1.75, -0.22], [-0.46, -1.54, -0.71]],
  "nbo_charge": [-0.375, -0.296, -0.347, -0.107, -0.614, 0.118, 0.230, 0.209, 0.335, 0.215, 0.219, 0.210, 0.206],
  "relative_energy_kcal_mol": 67.5,
  "e_tot_ev": -7796.7191,
  "gap_ev": 9.8727,
  "smiles": "C[C@@H]1C=CON1",
  "charge": 0
}